Here is a cluster of 3 separate species, C16H20F20NO3 in total at a distorted geometry from the Open Molecules 2025 dataset. Energies are from wB97M-V/def2-TZVPD.

Gap between HOMO and LUMO = 11.21 eV
F_max = 2.9 eV/Å
HOMO energy = -14.08 eV
Net charge = +1

Each atom is followed by the atoms it is bonded to, with distances in Å.
Positions of all 60 atoms, in Å:
1 F -0.5764 -5.4550 1.7800  C2 1.439
2 C 0.3731 -4.3797 1.8916  F1 1.439, C3 1.588, H13 1.142, H14 1.141
3 C 0.3148 -3.3860 0.6546  C2 1.588, N4 1.511, H15 1.134, H16 1.137
4 N -1.0908 -3.0763 0.1948  C3 1.511, C5 1.512, H17 1.039, H18 1.033
5 C -1.6303 -1.7734 0.7418  N4 1.512, C6 1.603, H19 1.129, H20 1.141
6 C -2.9228 -1.2415 -0.0424  C5 1.603, O7 1.434, H21 1.143, H22 1.148
7 O -3.9672 -0.7413 0.8026  C6 1.434, C8 1.431
8 C -4.5445 -1.7621 1.6229  O7 1.431, C9 1.593, H23 1.141, H24 1.143
9 C -5.2597 -2.9287 0.8080  C8 1.593, F10 1.412, F11 1.389, F12 1.398
10 F -6.1177 -3.5808 1.7198  C9 1.412
11 F -6.0942 -2.4069 -0.1724  C9 1.389
12 F -4.3809 -3.9073 0.3353  C9 1.398
13 H 0.1465 -3.7629 2.8261  C2 1.142
14 H 1.3900 -4.8920 1.9673  C2 1.141
15 H 0.9545 -3.8084 -0.1811  C3 1.134
16 H 0.8137 -2.4146 0.9723  C3 1.137
17 H -1.0303 -3.0057 -0.8398  N4 1.039
18 H -1.7703 -3.8235 0.4112  N4 1.033
19 H -1.8152 -1.8681 1.8520  C5 1.129
20 H -0.7989 -1.0052 0.5955  C5 1.141
21 H -2.5662 -0.3515 -0.6645  C6 1.143
22 H -3.3180 -1.9902 -0.8183  C6 1.148
23 H -3.8371 -2.1880 2.4108  C8 1.141
24 H -5.3774 -1.2556 2.2203  C8 1.143
25 C 2.0982 3.8988 2.6541  C26 1.546, O32 1.438, H39 1.093, H40 1.092
26 C 2.3480 3.0829 3.9428  C25 1.546, C27 1.531, F30 1.353, F31 1.362
27 C 2.9015 1.6676 3.7549  C26 1.531, F28 1.349, F29 1.355, H41 1.094
28 F 2.0739 0.8708 3.0469  C27 1.349
29 F 3.0680 1.0674 4.9583  C27 1.355
30 F 1.2125 3.0667 4.6779  C26 1.353
31 F 3.2598 3.7797 4.6765  C26 1.362
32 O 0.7513 3.9446 2.1522  C25 1.438, C33 1.406
33 C 0.3134 2.8955 1.3253  O32 1.406, C34 1.532, F37 1.349, F38 1.352
34 C -0.8239 2.0882 1.9584  C33 1.532, F35 1.346, F36 1.361, H42 1.092
35 F -0.4551 1.5473 3.1349  C34 1.346
36 F -1.1904 1.0554 1.1513  C34 1.361
37 F 1.3631 2.1305 0.9625  C33 1.349
38 F -0.1308 3.4798 0.1898  C33 1.352
39 H 2.3117 4.9385 2.9146  C25 1.093
40 H 2.8157 3.6594 1.8661  C25 1.092
41 H 3.8751 1.6891 3.2567  C27 1.094
42 H -1.6996 2.7163 2.1365  C34 1.092
43 C 0.3571 1.6773 -3.6028  C44 1.546, O50 1.433, H57 1.093, H58 1.092
44 C 0.5686 0.4309 -2.7139  C43 1.546, C45 1.530, F48 1.354, F49 1.370
45 C 1.8317 0.4255 -1.8510  C44 1.530, F46 1.340, F47 1.366, H59 1.093
46 F 2.9551 0.4764 -2.5790  C45 1.340
47 F 1.8992 -0.7269 -1.1214  C45 1.366
48 F 0.5013 -0.6780 -3.4874  C44 1.354
49 F -0.5064 0.3622 -1.8674  C44 1.370
50 O 0.7368 1.5758 -4.9808  C43 1.433, C51 1.412
51 C 2.0856 1.8219 -5.3186  O50 1.412, C52 1.532, F55 1.345, F56 1.348
52 C 2.7846 0.5838 -5.8892  C51 1.532, F53 1.351, F54 1.352, H60 1.093
53 F 2.7692 -0.4461 -5.0152  C52 1.351
54 F 4.0829 0.8515 -6.1567  C52 1.352
55 F 2.7285 2.3507 -4.2621  C51 1.345
56 F 2.0607 2.7878 -6.2588  C51 1.348
57 H -0.7245 1.8321 -3.6438  C43 1.093
58 H 0.7485 2.5870 -3.1414  C43 1.092
59 H 1.8342 1.2623 -1.1480  C45 1.093
60 H 2.2998 0.2524 -6.8104  C52 1.093